# 1
# C24H24N4O15P2S

A structure of composition C24H24N4O15P2S at a distorted geometry (the ωB97M-V functional and the def2-TZVPD basis, the OMol25 dataset).

XYZ file:
```
70
Properties=species:S:1:pos:R:3
O -5.33 3.55 -2.03
S -3.96 3.61 -2.49
O -3.12 3.79 -1.08
O -1.74 3.93 -1.45
O -3.44 2.08 -2.75
P -4.01 0.90 -1.67
P -2.03 0.24 -1.00
O -1.05 1.32 -1.30
O -2.22 0.01 0.56
O -1.62 -1.14 -1.67
H -1.41 3.00 -1.55
H -4.37 -0.13 -2.55
H -1.61 0.64 1.01
H -0.94 -0.96 -2.34
C 5.18 0.43 1.62
C 5.08 0.06 0.28
C 3.85 -0.34 -0.23
C 2.76 -0.37 0.61
C 2.84 -0.01 1.95
C 4.07 0.39 2.45
N 1.45 -0.78 0.07
O 1.40 -1.10 -1.10
O 0.50 -0.77 0.83
H 6.14 0.75 2.02
H 5.94 0.10 -0.36
H 3.76 -0.63 -1.27
H 1.97 -0.04 2.58
H 4.16 0.67 3.49
C 4.55 0.01 -6.64
C 4.20 -1.20 -6.04
C 4.91 -1.66 -4.94
C 5.95 -0.89 -4.45
C 6.32 0.31 -5.03
C 5.61 0.76 -6.14
N 6.69 -1.36 -3.27
O 6.35 -2.42 -2.78
O 7.58 -0.65 -2.83
H 4.00 0.36 -7.50
H 3.38 -1.78 -6.43
H 4.65 -2.59 -4.46
H 7.14 0.88 -4.63
H 5.88 1.69 -6.60
C -4.72 3.72 3.63
C -4.09 3.51 2.41
C -2.73 3.21 2.38
C -2.04 3.12 3.58
C -2.65 3.34 4.80
C -4.01 3.64 4.82
N -0.61 2.77 3.54
O -0.11 2.57 2.45
O -0.03 2.67 4.60
H -5.78 3.95 3.65
H -4.64 3.57 1.48
H -2.23 3.06 1.44
H -2.09 3.27 5.72
H -4.50 3.81 5.76
C -2.77 -5.28 3.30
C -4.13 -5.03 3.32
C -4.69 -4.14 2.42
C -3.86 -3.52 1.51
C -2.50 -3.75 1.46
C -1.95 -4.64 2.37
N -4.44 -2.58 0.54
O -5.63 -2.34 0.60
O -3.68 -2.09 -0.27
H -2.34 -5.98 4.00
H -4.76 -5.53 4.05
H -5.75 -3.93 2.43
H -1.88 -3.24 0.74
H -0.89 -4.84 2.36
```

## Properties
- LUMO: -0.63 eV
- Total charge: 0
- Calculated total energy: -3357.1223 hartree
- HOMO energy: -0.344 hartree
- M: 702.5 g/mol

=====

# 2
# C2H3NOS

A cluster of 2 separate species, C2H3NOS in total at a distorted geometry (the ωB97M-V functional and the def2-TZVPD basis, the OMol25 dataset).

XYZ file:
```
8
Properties=species:S:1:pos:R:3
C -1.10 0.14 1.37
C 0.28 -0.07 -0.68
N -0.54 0.18 0.24
O 1.82 -0.05 -2.74
S 0.66 0.66 -2.17
H -2.18 0.08 1.27
H -0.66 0.35 2.38
H 1.72 -1.29 0.33
```

## Properties
- LUMO (spin up / spin down): -0.97 / -1.78 eV
- Total charge: 0
- Calculated total energy: -605.9496 hartree
- HOMO energy (spin up / spin down): -0.321 / -0.305 hartree
- Energy above the lowest of the compared OMol25 structures with the same formula, charge and spin: 6.470 eV
- M: 89.1 g/mol

=====

# 3
# C5H8O

The molecule C5H8O at a distorted geometry (the ωB97M-V functional and the def2-TZVPD basis, the OMol25 dataset).

XYZ file:
```
14
Properties=species:S:1:pos:R:3
C -1.46 -0.90 -0.39
C -0.89 0.48 -0.45
C 0.05 1.19 0.37
C 0.99 0.28 -0.38
C 1.73 -0.48 0.66
O 1.38 -0.52 1.84
H -0.83 -1.53 0.23
H -2.51 -0.94 -0.07
H -1.43 -1.28 -1.42
H -1.51 1.15 -1.07
H 0.17 0.82 1.39
H 0.12 2.26 0.22
H 1.46 0.39 -1.35
H 2.72 -0.91 0.42
```

## Properties
- LUMO: 0.53 eV
- Total charge: 0
- Calculated total energy: -270.4413 hartree
- HOMO energy: -0.316 hartree
- Energy above the lowest of the compared OMol25 structures with the same formula, charge and spin: 3.174 eV
- M: 84.1 g/mol